No. 1
Below is the molecule C17H22N2OS2 in a non-equilibrium geometry, with properties calculated with ωB97M-V with the def2-TZVPD basis set.

Summary:
Net charge   0
Lowest unoccupied orbital energy   -0.044 Ha
SMILES   CCCC[C@@H](CC)CN1C(=O)/C(=C/c2ccncc2)SC1=S
Energy   -1642.13592 a.u.
E_HOMO   -8.8564 eV
Energy above the lowest of the compared OMol25 structures with the same formula, charge and spin   0.0 kcal per mole

Positions of all 44 atoms, in Å:
C: 0.94601 -1.91366 -4.39131
C: 0.76144 -0.73486 -3.44208
C: 1.23275 -1.02947 -2.01559
C: 0.24911 -1.93245 -1.26901
C: 0.69010 -2.49263 0.09406
C: 1.58291 -3.74219 0.01848
C: 2.98373 -3.56016 -0.55393
C: 1.31624 -1.43987 1.02069
N: 0.33501 -0.48357 1.49870
C: 0.31422 0.81657 1.03824
O: 1.11580 1.27097 0.25492
C: -0.79986 1.56816 1.64777
C: -1.00690 2.85932 1.32066
C: -2.00843 3.78612 1.78659
C: -3.02797 3.45820 2.68642
C: -3.92839 4.44103 3.06081
N: -3.88400 5.68520 2.61633
C: -2.92417 6.00449 1.76368
C: -1.97167 5.10666 1.31807
S: -1.66326 0.54129 2.76462
C: -0.58316 -0.81658 2.44117
S: -0.69048 -2.24635 3.21388
H: 1.99287 -2.20778 -4.43247
H: 0.36093 -2.77336 -4.07411
H: 0.62837 -1.64325 -5.39578
H: 1.33062 0.11395 -3.82728
H: -0.29125 -0.44274 -3.42307
H: 1.32830 -0.08005 -1.48804
H: 2.21984 -1.48546 -2.06189
H: -0.67473 -1.36306 -1.12237
H: -0.00365 -2.78783 -1.89777
H: -0.22669 -2.83793 0.58894
H: 1.67131 -4.13732 1.03389
H: 1.05814 -4.49516 -0.57340
H: 2.95127 -3.37496 -1.62328
H: 3.50841 -2.74198 -0.06807
H: 3.55784 -4.47068 -0.39437
H: 1.74534 -1.94094 1.89323
H: 2.08658 -0.86247 0.50938
H: -0.29986 3.25389 0.59793
H: -3.12196 2.46127 3.08502
H: -4.72897 4.22182 3.75465
H: -2.92410 7.03191 1.42443
H: -1.20766 5.41593 0.62124

Atom charges from the Löwdin analysis, given in e for atoms 1 to 5: -0.11, -0.26, -0.21, -0.15, -0.32


No. 2
Below is the molecule C23H27N5O3S in a non-equilibrium geometry, with properties calculated with ωB97M-V with the def2-TZVPD basis set.

Summary:
Net charge   0
Lowest unoccupied orbital energy   0.015 Ha
SMILES   Cc1nc2nc(SCC(=O)N3CCC4(CC3)OCCO4)nn2c(C)c1Cc1ccccc1
Energy   -1790.35435 a.u.
E_HOMO   -8.5944 eV
Energy above the lowest of the compared OMol25 structures with the same formula, charge and spin   41.3 kcal per mole

Positions of all 59 atoms, in Å:
C: -1.91650 -3.11333 0.45444
C: -1.75117 -1.72903 -0.08643
N: -0.57100 -1.18600 0.11713
C: -0.36338 0.03277 -0.33629
N: 0.71966 0.78320 -0.27165
C: 0.36195 1.91414 -0.89347
S: 1.46715 3.23330 -1.12406
C: 2.14909 3.41899 0.56834
C: 2.20963 2.16419 1.42787
O: 1.50692 2.10022 2.42089
N: 3.12915 1.23203 1.11591
C: 3.84597 1.19750 -0.14237
C: 4.95165 0.15311 -0.09245
C: 4.37642 -1.26234 0.09490
C: 3.10313 -1.20246 0.95456
C: 3.13321 -0.00006 1.88480
O: 4.05646 -1.86538 -1.15093
C: 4.99974 -2.87748 -1.41341
C: 5.45777 -3.28076 -0.01054
O: 5.38547 -2.06486 0.69539
N: -0.87438 1.93522 -1.37109
N: -1.35254 0.74114 -1.02263
C: -2.57286 0.22083 -1.24127
C: -3.56718 1.05984 -1.96431
C: -2.79775 -1.05801 -0.76827
C: -4.15553 -1.67519 -0.96126
C: -5.19770 -1.03550 -0.07416
C: -6.48249 -0.80912 -0.55057
C: -7.44693 -0.24185 0.26361
C: -7.13637 0.11042 1.56564
C: -5.85771 -0.10990 2.04853
C: -4.89529 -0.68038 1.23472
H: -1.00585 -3.38852 0.97779
H: -2.08774 -3.82230 -0.35445
H: -2.75736 -3.16483 1.14356
H: 3.13604 3.86103 0.43458
H: 1.50044 4.12995 1.08281
H: 4.28547 2.17790 -0.34502
H: 3.15791 0.94743 -0.95862
H: 5.52181 0.18149 -1.02161
H: 5.63207 0.35021 0.73619
H: 3.02136 -2.12102 1.53526
H: 2.23905 -1.12584 0.29480
H: 4.02314 -0.03512 2.52309
H: 2.24461 0.01541 2.51863
H: 5.84017 -2.48120 -2.00052
H: 4.50568 -3.67646 -1.96573
H: 4.77530 -4.02351 0.42512
H: 6.48350 -3.64544 0.03495
H: -4.45278 1.20988 -1.34847
H: -3.11739 2.02075 -2.19946
H: -3.87803 0.57225 -2.88763
H: -4.11479 -2.74287 -0.74052
H: -4.46039 -1.56735 -2.00504
H: -6.73061 -1.07927 -1.56758
H: -8.44155 -0.07162 -0.12157
H: -7.88697 0.55592 2.20102
H: -5.60680 0.16361 3.06257
H: -3.89879 -0.84326 1.61967

Atom charges from the Löwdin analysis, given in e for atoms 1 to 5: -0.02, -0.26, 0.20, -0.30, 0.16